No. 1
C13H9F3N3PtS7 | wB97M-V/def2-TZVPD

```
! wB97M-V def2-TZVPD RIJCOSX def2/J DEFGRID3
* xyz -1 1
Pt 0.46 0.76 -0.11
S -4.96 3.66 3.76
C -3.71 2.97 2.92
S -2.23 3.78 2.57
C -1.43 2.48 1.71
C -2.13 1.35 1.58
S -1.52 -0.10 0.82
S -3.74 1.37 2.28
S 0.20 2.66 1.10
F 2.43 0.01 -5.16
C 3.28 -0.46 -4.23
F 4.07 -1.36 -4.87
F 4.08 0.56 -3.87
C 2.57 -1.09 -3.07
C 2.71 -2.44 -2.83
C 2.10 -3.01 -1.71
C 1.37 -2.20 -0.87
N 1.22 -0.90 -1.12
C 1.79 -0.31 -2.19
S 1.45 1.37 -2.22
H 3.30 -3.05 -3.50
H 2.21 -4.07 -1.49
H 0.88 -2.58 0.02
C 3.42 -1.20 2.06
N 2.29 -0.64 2.77
C 2.25 0.62 3.35
C 1.02 0.80 3.83
N 0.32 -0.36 3.55
C 1.08 -1.25 2.90
S 0.66 -2.85 2.50
H 4.33 -1.03 2.63
H 3.52 -0.74 1.08
H 3.25 -2.27 1.94
H 3.10 1.28 3.34
H 0.57 1.64 4.33
H -0.67 -0.51 3.66
*
```

## Properties
HOMO energy = -0.1489 Ha
Frontier orbital gap = 6.5 eV


No. 2
C63H140F6N10O12S6 | wB97M-V/def2-TZVPD

```
! wB97M-V def2-TZVPD RIJCOSX def2/J DEFGRID3
* xyz 4 1
C 2.15 -3.43 -7.07
C 1.66 -3.03 -8.47
C 0.36 -2.17 -8.55
C -0.16 -2.16 -9.94
N -1.28 -1.23 -10.27
C -0.86 0.22 -10.08
C -1.93 1.02 -10.85
C -2.35 0.04 -12.04
C -1.62 -1.27 -11.76
C -2.46 -1.52 -9.40
H 3.26 -3.54 -7.07
H 1.76 -4.40 -6.70
H 1.89 -2.59 -6.45
H 1.48 -3.92 -9.06
H 2.44 -2.43 -8.95
H 0.63 -1.15 -8.22
H -0.50 -2.42 -7.84
H -0.59 -3.16 -10.14
H 0.61 -1.96 -10.72
H -0.88 0.49 -8.97
H 0.16 0.33 -10.44
H -2.78 1.12 -10.19
H -1.57 1.96 -11.22
H -3.49 -0.06 -12.12
H -2.06 0.33 -13.00
H -2.11 -2.20 -11.94
H -0.56 -1.26 -12.14
H -2.50 -0.96 -8.48
H -2.52 -2.59 -9.25
H -3.33 -1.36 -9.95
C -3.11 5.76 -5.28
C -2.92 4.88 -4.03
C -1.68 5.27 -3.19
C -0.46 4.86 -4.00
N 0.85 4.95 -3.35
C 1.92 4.16 -4.07
C 3.09 4.05 -3.10
C 2.32 4.13 -1.68
C 0.86 4.33 -1.89
C 1.34 6.30 -3.16
H -3.72 5.26 -6.03
H -2.19 6.09 -5.76
H -3.66 6.64 -4.95
H -2.78 3.82 -4.27
H -3.82 4.90 -3.40
H -1.74 4.72 -2.25
H -1.71 6.32 -2.92
H -0.37 5.54 -4.85
H -0.68 3.83 -4.40
H 2.01 4.61 -5.05
H 1.44 3.24 -4.29
H 3.74 4.89 -3.15
H 3.72 3.17 -3.19
H 2.84 4.87 -1.01
H 2.58 3.17 -1.16
H 0.37 5.06 -1.25
H 0.23 3.44 -1.96
H 0.62 6.80 -2.47
H 1.51 6.84 -4.12
H 2.32 6.27 -2.84
C -6.16 2.26 -3.95
C -6.67 0.87 -3.68
C -5.56 -0.23 -3.76
C -5.78 -1.53 -2.90
N -4.70 -2.58 -3.13
C -4.75 -3.26 -4.48
C -3.89 -4.47 -4.24
C -4.16 -4.89 -2.70
C -4.99 -3.77 -2.21
C -3.41 -2.04 -2.80
H -5.23 2.34 -3.34
H -6.89 2.96 -3.69
H -6.00 2.44 -5.00
H -7.51 0.68 -4.41
H -7.20 0.80 -2.76
H -4.70 0.38 -3.45
H -5.22 -0.57 -4.73
H -6.80 -1.94 -2.88
H -5.74 -1.32 -1.84
H -4.41 -2.61 -5.31
H -5.84 -3.57 -4.65
H -2.85 -4.38 -4.58
H -4.21 -5.35 -4.85
H -3.26 -4.90 -2.21
H -4.54 -5.89 -2.72
H -4.74 -3.43 -1.14
H -6.10 -3.91 -2.36
H -3.57 -1.24 -2.04
H -3.00 -1.56 -3.70
H -2.79 -2.80 -2.30
C 6.15 10.62 6.57
C 5.07 10.12 5.61
C 5.21 8.70 5.21
C 6.43 8.46 4.30
N 7.04 7.09 4.34
C 7.49 6.62 5.75
C 8.89 7.15 5.87
C 9.40 7.44 4.43
C 8.31 7.08 3.49
C 6.03 6.11 3.72
H 7.19 10.26 6.38
H 5.94 10.27 7.57
H 6.26 11.70 6.69
H 4.98 10.84 4.79
H 4.02 10.16 6.04
H 4.28 8.32 4.78
H 5.28 8.09 6.14
H 7.20 9.23 4.52
H 6.18 8.74 3.28
H 7.48 5.51 5.71
H 6.77 7.02 6.40
H 9.51 6.41 6.46
H 8.85 8.07 6.44
H 10.35 6.89 4.12
H 9.52 8.55 4.31
H 8.50 6.08 3.14
H 8.24 7.77 2.62
H 6.11 6.25 2.64
H 5.03 6.14 4.20
H 6.54 5.15 3.83
C 4.43 -1.85 6.24
C 4.29 -2.73 5.03
C 3.88 -1.86 3.77
C 3.14 -2.74 2.79
N 2.91 -2.12 1.34
C 2.04 -3.04 0.49
C 1.57 -2.17 -0.66
C 1.63 -0.70 -0.14
C 2.05 -0.85 1.34
C 4.25 -1.83 0.72
H 4.97 -0.93 6.08
H 5.01 -2.37 7.09
H 3.46 -1.56 6.66
H 3.55 -3.45 5.19
H 5.11 -3.34 4.91
H 4.71 -1.39 3.25
H 3.23 -1.03 4.05
H 2.11 -2.99 3.19
H 3.67 -3.65 2.64
H 2.68 -3.90 0.22
H 1.25 -3.36 1.15
H 2.12 -2.36 -1.55
H 0.52 -2.35 -0.89
H 2.32 -0.15 -0.72
H 0.67 -0.19 -0.22
H 2.55 -0.10 1.93
H 1.16 -1.12 1.93
H 4.92 -2.69 0.93
H 4.61 -0.90 1.16
H 4.10 -1.63 -0.31
C -0.46 -1.78 8.09
C 0.54 -0.63 7.99
C -0.16 0.72 7.76
C 0.81 1.83 7.74
N 0.21 3.22 7.44
C -0.70 3.86 8.50
C -1.80 4.56 7.69
C -1.99 3.58 6.57
C -0.60 3.24 6.15
C 1.42 4.13 7.38
H -0.74 -1.85 9.12
H 0.03 -2.66 7.71
H -1.29 -1.64 7.36
H 1.05 -0.75 7.05
H 1.32 -0.63 8.84
H -0.95 0.82 8.53
H -0.76 0.69 6.87
H 1.49 1.67 6.88
H 1.40 1.98 8.66
H -0.05 4.45 9.17
H -1.19 3.09 9.08
H -1.33 5.44 7.22
H -2.64 4.90 8.27
H -2.55 4.01 5.74
H -2.62 2.74 6.95
H -0.29 4.08 5.52
H -0.53 2.31 5.53
H 1.98 3.86 6.45
H 1.99 3.95 8.24
H 1.10 5.14 7.20
C -5.69 -6.15 0.43
C -5.10 -7.56 0.68
C -5.49 -8.02 2.11
C -4.52 -9.07 2.69
N -4.82 -10.56 2.43
C -3.62 -11.34 3.04
C -2.49 -11.16 1.96
C -3.19 -10.66 0.69
C -4.67 -10.85 0.93
C -6.08 -10.93 3.08
H -6.75 -5.97 0.62
H -5.40 -6.00 -0.66
H -5.11 -5.48 1.01
H -3.97 -7.33 0.63
H -5.46 -8.29 -0.07
H -6.57 -8.31 2.21
H -5.47 -7.20 2.84
H -4.48 -8.99 3.81
H -3.51 -8.92 2.31
H -4.05 -12.40 3.15
H -3.45 -10.91 4.00
H -1.91 -12.10 1.93
H -1.72 -10.48 2.31
H -2.98 -11.41 -0.08
H -2.82 -9.67 0.34
H -5.00 -11.85 0.72
H -5.33 -10.13 0.39
H -7.02 -10.38 2.82
H -5.79 -10.85 4.15
H -6.17 -12.00 2.86
N 2.99 2.53 2.48
S 2.53 3.37 3.66
O 1.52 4.28 3.30
O 3.56 3.74 4.62
F 1.71 2.19 4.46
S 4.46 2.14 2.14
O 5.34 3.24 2.22
O 4.49 1.27 0.98
F 4.76 1.17 3.42
N -0.39 -0.10 -4.76
S 0.27 0.15 -3.40
O 0.50 1.54 -3.21
O 1.30 -0.75 -3.39
F -0.72 -0.29 -2.25
S -1.74 0.42 -5.30
O -2.80 0.76 -4.30
O -2.30 -0.36 -6.40
F -1.41 1.80 -6.10
N -1.01 -4.32 1.77
S -2.00 -3.08 1.85
O -1.30 -2.07 2.62
O -3.43 -3.29 2.11
F -2.13 -2.60 0.31
S -1.05 -5.71 1.09
O -1.64 -6.74 1.86
O 0.21 -5.95 0.57
F -2.00 -5.50 -0.16
*
```

## Properties
HOMO energy = -0.5600 Ha
Frontier orbital gap = 9.8 eV


No. 3
C9H21Cl6N3O6 | wB97M-V/def2-TZVPD

```
! wB97M-V def2-TZVPD RIJCOSX def2/J DEFGRID3
* xyz 1 2
C 15.72 -12.51 13.60
N 17.09 -13.05 13.74
O 17.33 -13.89 14.61
O 17.89 -12.67 12.90
H 15.74 -11.44 13.83
H 15.13 -13.04 14.34
H 15.43 -12.50 12.55
C 21.17 -15.11 8.35
N 20.11 -15.05 9.35
O 19.99 -15.97 10.19
O 19.37 -14.07 9.31
H 21.54 -14.12 8.06
H 20.68 -15.44 7.44
H 21.87 -15.84 8.76
C 22.49 -17.14 17.52
N 22.40 -18.61 17.18
O 22.57 -19.00 16.05
O 22.08 -19.34 18.12
H 21.57 -16.74 17.94
H 22.68 -16.58 16.60
H 23.29 -16.96 18.24
Cl 22.43 -21.28 13.29
C 23.57 -19.97 13.07
C 22.91 -18.56 12.91
Cl 22.14 -18.41 11.23
H 24.20 -20.21 12.21
H 24.24 -19.95 13.93
H 23.58 -17.76 13.22
H 22.16 -18.50 13.69
Cl 20.41 -11.32 14.54
C 20.51 -12.31 16.06
C 21.64 -11.81 16.96
Cl 23.19 -12.01 16.10
H 20.44 -13.36 15.80
H 19.55 -12.07 16.52
H 21.73 -12.21 17.98
H 21.49 -10.75 17.16
Cl 19.02 -16.31 16.11
C 19.47 -16.52 14.44
C 20.22 -15.44 13.72
Cl 21.81 -15.25 14.43
H 18.55 -16.58 13.85
H 20.05 -17.45 14.43
H 19.58 -14.57 13.80
H 20.38 -15.50 12.64
*
```

## Properties
HOMO energy (alpha / beta) = -0.4803 / -0.4723 Ha
Frontier orbital gap (alpha / beta) = 10.2 / 2.8 eV


No. 4
C4H9NO | wB97M-V/def2-TZVPD

```
! wB97M-V def2-TZVPD RIJCOSX def2/J DEFGRID3
* xyz 0 1
C -1.99 0.14 1.34
C -0.84 -0.40 0.55
C -0.45 0.20 -0.62
O -0.79 1.16 -1.31
N 0.83 -0.47 -1.09
C 1.55 0.08 -2.00
H -2.83 -0.57 1.35
H -1.70 0.34 2.38
H -2.33 1.08 0.89
H 1.66 0.21 1.43
H -0.31 -1.28 0.89
H 1.13 -1.32 -0.62
H 2.51 -0.35 -2.27
H 1.15 1.00 -2.42
H 2.40 0.19 1.49
*
```

## Properties
HOMO energy (alpha / beta) = -0.2697 / -0.2697 Ha
Frontier orbital gap (alpha / beta) = 7.1 / 7.1 eV


No. 5
CHBrF2O | wB97M-V/def2-TZVPD

```
! wB97M-V def2-TZVPD RIJCOSX def2/J DEFGRID3
* xyz 0 1
O -0.18 0.43 1.05
C -0.09 0.07 -0.21
F -0.90 0.78 -0.97
F -0.35 -1.31 -0.40
Br 1.71 0.42 -0.93
H -0.20 -0.38 1.46
*
```

## Properties
HOMO energy = -0.4021 Ha
Frontier orbital gap = 11.6 eV


No. 6
C5H38N2O14 | wB97M-V/def2-TZVPD

```
! wB97M-V def2-TZVPD RIJCOSX def2/J DEFGRID3
* xyz 0 1
C 2.67 -2.15 0.34
C 1.10 -2.21 0.25
N 0.52 -1.01 -0.24
C 0.68 0.26 0.48
C -0.63 0.46 1.38
N -1.83 0.90 0.68
C -2.41 1.99 1.49
O 0.60 -2.45 1.66
H 3.22 -2.78 -0.39
H 2.85 -2.78 1.27
H 3.02 -1.14 0.46
H -0.23 -1.01 -0.83
H 1.68 0.26 0.90
H 0.76 1.05 -0.21
H -0.82 -0.51 1.89
H -0.48 1.16 2.21
H -2.53 0.09 0.65
H -1.72 2.87 1.63
H -2.89 1.73 2.46
H -2.99 2.63 0.77
H 1.07 -0.68 -2.16
H 1.64 0.53 -2.92
O 1.18 -0.32 -3.09
H 0.14 -1.23 -4.29
H -0.35 -2.51 -3.46
O -0.21 -2.09 -4.29
H 0.37 -0.48 3.86
H 0.31 -1.96 3.86
O -0.21 -1.17 4.16
H -2.50 -2.33 1.14
H -2.72 -2.00 -0.28
O -3.11 -1.72 0.54
H -2.45 -2.75 -2.29
H -2.03 -1.27 -2.36
O -1.88 -2.09 -1.86
H -1.59 0.17 -3.91
H -1.02 0.53 -2.58
O -1.85 0.22 -3.02
H -2.26 -2.63 3.31
H -1.18 -3.18 2.46
O -2.16 -3.18 2.56
H 3.74 3.12 -1.11
H 3.25 1.78 -0.59
O 3.82 2.51 -0.35
H -1.11 2.75 -1.98
H -1.08 1.53 -1.00
O -0.56 1.95 -1.72
H 0.49 3.36 1.07
H -0.67 3.14 0.21
O -0.17 3.85 0.55
H 0.69 3.43 -1.72
H 1.63 4.02 -0.66
O 1.64 3.43 -1.48
H 1.93 2.40 2.49
H 2.60 2.85 1.06
O 1.90 2.41 1.59
H 1.36 -2.68 2.28
H -0.07 -3.72 -0.47
O 0.85 -3.35 -0.40
*
```

## Properties
HOMO energy = -0.3396 Ha
Frontier orbital gap = 9.2 eV


Computed ΔE to the lowest compared entry with this formula, charge and spin (kcal per mole) in order:
1.9; 0.0; 6.1; 82.8; 7.3; 147.4